[1]
C2H3NO4 in the gas phase. Source: OMol25; level of theory: ωB97M-V/def2-TZVPD.

LUMO energy, eV: 0.61
Highest occupied orbital energy, eV: -8.38
SMILES: Oc1on(O)c1O

Structure (XYZ):
```
10
Properties=species:S:1:pos:R:3:mulliken_charge:R:1
C 0.997 -0.255 0.132 0.72
C -0.013 0.616 -0.079 -0.32
O -1.942 -0.657 0.301 -0.34
O 2.326 -0.157 0.078 -0.48
O -0.132 1.918 -0.423 -0.47
N -0.902 -0.421 -0.553 0.08
O 0.341 -1.417 -0.140 -0.29
H -2.490 -1.330 -0.136 0.37
H 2.747 -0.574 0.841 0.37
H -0.932 2.277 -0.020 0.36
```


[2]
A molecular structure, C31H35N8PS2V. Source: OMol25; level of theory: ωB97M-V/def2-TZVPD.

LUMO energy (alpha / beta), eV: -0.25 / -0.34
Highest occupied orbital energy (alpha / beta), eV: -6.50 / -6.78
2S+1: 4

Structure (XYZ):
```
78
Properties=species:S:1:pos:R:3:lowdin_spin:R:1
V -0.021 0.458 -0.056 2.67
C -4.282 -0.475 4.021 0.00
C -3.260 0.634 4.233 0.00
N -3.092 1.475 3.067 0.00
C -2.220 1.278 2.053 0.00
S -1.115 -0.039 2.144 0.02
N -2.386 2.143 1.053 0.00
N -1.519 1.984 0.036 0.00
C -1.620 2.775 -0.984 0.04
C -2.655 3.846 -1.124 0.01
C -0.598 2.599 -2.030 0.02
C -0.526 3.438 -3.142 0.00
C 0.481 3.242 -4.072 0.02
C 1.404 2.229 -3.869 0.00
C 1.267 1.434 -2.745 0.02
N 0.283 1.595 -1.863 0.02
H -4.396 -1.072 4.927 0.00
H -3.956 -1.134 3.215 0.00
H -5.260 -0.067 3.758 0.00
H -2.289 0.208 4.478 0.00
H -3.552 1.275 5.067 0.00
H -3.762 2.208 2.892 0.00
H -3.377 3.769 -0.318 0.00
H -3.173 3.762 -2.082 0.00
H -2.197 4.838 -1.086 0.00
H -1.245 4.234 -3.264 0.00
H 0.551 3.885 -4.939 0.00
H 2.219 2.055 -4.556 0.00
H 1.970 0.640 -2.526 0.00
S 1.869 1.679 0.971 -0.01
C 2.715 0.218 1.344 -0.03
N 3.664 0.095 2.244 0.11
N 3.920 1.168 2.959 0.08
C 4.875 1.154 3.972 0.00
C 5.656 0.029 4.226 0.01
C 6.595 0.073 5.244 0.00
C 6.771 1.216 6.010 0.01
C 5.988 2.333 5.749 0.00
C 5.044 2.308 4.738 0.01
N 2.526 -0.979 0.684 0.05
N 1.541 -1.025 -0.111 -0.08
C 1.458 -2.285 -0.783 0.00
C 0.919 -2.301 -2.063 -0.01
C 0.784 -3.505 -2.742 0.00
C 1.171 -4.690 -2.135 -0.01
C 1.707 -4.666 -0.852 0.00
C 1.860 -3.470 -0.172 -0.01
H 3.336 1.989 2.812 0.00
H 5.517 -0.860 3.628 0.00
H 7.200 -0.804 5.438 0.00
H 7.508 1.237 6.801 0.00
H 6.111 3.233 6.338 0.00
H 4.432 3.179 4.536 0.00
H 0.606 -1.372 -2.524 0.00
H 0.370 -3.510 -3.742 0.00
H 1.059 -5.630 -2.659 0.00
H 2.005 -5.591 -0.375 0.00
H 2.273 -3.437 0.826 0.00
C -1.929 -2.752 -0.348 0.00
P -1.923 -1.062 -1.018 0.02
C -3.601 -0.497 -0.555 0.00
C -2.159 -1.255 -2.821 0.00
C -2.326 -2.469 -3.477 0.00
C -2.507 -2.507 -4.855 0.00
C -2.528 -1.333 -5.591 0.00
C -2.371 -0.113 -4.945 0.00
C -2.184 -0.079 -3.573 0.00
H -1.044 -3.300 -0.671 0.00
H -2.828 -3.301 -0.635 0.00
H -1.905 -2.654 0.739 0.00
H -4.352 -1.180 -0.955 0.00
H -3.777 0.504 -0.949 0.00
H -3.676 -0.459 0.532 0.00
H -2.301 -3.398 -2.923 0.00
H -2.631 -3.461 -5.352 0.00
H -2.668 -1.366 -6.664 0.00
H -2.386 0.810 -5.512 0.00
H -2.054 0.875 -3.075 0.00
```


[3]
A molecular structure, C37H32BrMnN3O8S2. Source: OMol25; level of theory: ωB97M-V/def2-TZVPD.

LUMO energy (alpha / beta), eV: -6.45 / -3.93
Highest occupied orbital energy (alpha / beta), eV: -9.83 / -9.88
Charge: +1
2S+1: 5

Structure (XYZ):
```
84
Properties=species:S:1:pos:R:3:lowdin_spin:R:1
Mn -0.593 0.507 -0.181 4.03
O -4.710 5.566 -0.468 0.00
C -4.334 5.558 0.685 0.00
O -4.397 6.222 1.689 0.00
C -3.399 4.239 0.880 0.01
C -2.056 4.390 1.185 -0.01
C -1.235 3.277 1.095 -0.01
N -1.683 2.088 0.690 -0.09
C -3.002 1.933 0.483 0.00
C -3.901 2.984 0.585 -0.01
C -3.384 0.517 0.036 0.00
O -4.531 0.159 -0.048 -0.03
O -2.331 -0.176 -0.241 -0.06
H -1.652 5.345 1.480 0.00
H -0.176 3.353 1.318 0.00
H -4.946 2.823 0.372 0.00
O 1.024 1.718 -0.372 0.04
S 2.038 2.831 -0.386 0.01
C 2.492 3.082 -2.173 0.00
C 2.157 1.883 -3.041 0.00
C 0.735 1.989 -3.588 0.00
C 0.355 0.807 -4.462 0.00
S -0.314 -0.613 -3.450 0.01
O 0.081 -0.282 -2.036 0.03
C -2.059 -0.153 -3.589 0.00
C -2.879 -0.958 -4.365 0.00
C -4.208 -0.605 -4.534 0.00
C -4.704 0.537 -3.923 0.00
C -3.878 1.331 -3.144 0.00
C -2.547 0.989 -2.978 0.00
C 3.593 2.041 0.080 0.00
C 4.666 2.873 0.361 0.00
C 5.891 2.309 0.667 0.00
C 6.027 0.928 0.692 0.00
C 4.938 0.110 0.434 0.00
C 3.704 0.664 0.130 0.00
H 3.557 3.300 -2.172 0.00
H 1.944 3.964 -2.501 0.00
H 2.254 0.959 -2.466 0.00
H 2.866 1.831 -3.869 0.00
H 0.632 2.913 -4.161 0.00
H 0.050 2.051 -2.737 0.00
H 1.216 0.421 -5.005 0.00
H -0.416 1.065 -5.183 0.00
H -2.468 -1.838 -4.834 0.00
H -4.850 -1.213 -5.154 0.00
H -5.734 0.825 -4.056 0.00
H -4.260 2.226 -2.680 0.00
H -1.901 1.626 -2.378 0.00
H 4.533 3.945 0.336 0.00
H 6.733 2.947 0.882 0.00
H 6.986 0.492 0.926 0.00
H 5.050 -0.962 0.467 0.00
H 2.837 0.044 -0.060 0.00
C -0.553 -2.905 -0.362 0.00
O -0.277 -1.822 0.514 0.02
C -0.848 -1.878 1.758 0.00
C -1.721 -2.855 2.202 0.00
C -2.139 -2.822 3.528 0.00
Br -3.300 -4.186 4.141 0.00
C -1.735 -1.834 4.398 0.00
C -0.917 -0.798 3.937 0.00
C -0.467 -0.837 2.620 0.00
O 0.356 0.132 2.064 0.03
C -0.558 0.256 4.870 0.00
N -0.509 0.081 6.159 0.00
C -0.156 1.284 6.702 0.00
C 0.017 1.649 8.035 0.00
C 0.364 2.956 8.298 0.00
C 0.550 3.885 7.271 0.00
C 0.379 3.546 5.943 0.00
C 0.016 2.237 5.670 0.00
N -0.216 1.548 4.496 0.00
H -0.271 -3.856 0.099 0.00
H 0.054 -2.730 -1.249 0.00
H -1.609 -2.918 -0.641 0.00
H -2.079 -3.638 1.555 0.00
H -2.036 -1.831 5.432 0.00
H 0.858 0.564 2.770 0.00
H -0.126 0.924 8.816 0.00
H 0.492 3.278 9.319 0.00
H 0.832 4.895 7.526 0.00
H 0.516 4.279 5.161 0.00
H -0.437 1.980 3.612 0.00
```


[4]
C22H28N2O3 in the gas phase. Source: OMol25; level of theory: ωB97M-V/def2-TZVPD.

LUMO energy, eV: 0.71
Highest occupied orbital energy, eV: -8.30
SMILES: CC[C@@H](C)Oc1ccc(C(=O)Nc2ccc(CN3CCOCC3)cc2)cc1

Structure (XYZ):
```
55
Properties=species:S:1:pos:R:3:mulliken_charge:R:1
C -4.155 -1.459 -1.989 -1.03
C -4.398 -1.937 -0.563 -0.60
H -5.211 -1.368 -0.110 0.38
H -4.682 -2.991 -0.578 0.36
C -3.153 -1.788 0.316 1.80
C -3.450 -2.181 1.763 -1.72
H -3.863 -3.186 1.795 0.37
H -2.541 -2.165 2.360 0.40
H -4.164 -1.487 2.196 0.41
H -2.812 -0.745 0.278 -0.87
O -2.162 -2.641 -0.246 -0.40
C -0.849 -2.424 -0.012 0.44
C 0.026 -3.317 -0.641 -0.52
C 1.389 -3.179 -0.507 -0.74
C 1.923 -2.133 0.242 -0.15
C 1.053 -1.271 0.900 -0.53
C -0.317 -1.408 0.780 0.30
H -0.956 -0.717 1.308 0.50
H 1.445 -0.487 1.533 0.41
C 3.399 -1.999 0.365 -0.01
O 4.140 -2.934 0.587 -0.65
N 3.896 -0.728 0.251 -0.07
C 3.192 0.411 -0.159 -0.47
C 3.323 1.607 0.541 -0.56
C 2.523 2.686 0.218 -0.58
C 1.599 2.609 -0.818 0.67
C 1.556 1.446 -1.581 -0.46
C 2.341 0.358 -1.259 0.21
H 2.284 -0.546 -1.845 0.63
H 0.896 1.390 -2.435 0.41
C 0.574 3.695 -1.017 -1.72
N -0.690 3.413 -0.340 0.05
C -0.552 3.216 1.092 -0.18
C -1.944 3.122 1.718 -0.77
H -1.874 2.904 2.785 0.36
O -2.695 2.075 1.147 -0.38
C -2.816 2.272 -0.242 -0.84
C -1.442 2.311 -0.911 0.01
H -1.562 2.480 -1.983 0.43
H -0.942 1.339 -0.753 -0.02
H -3.413 1.441 -0.622 0.11
H -3.341 3.218 -0.440 0.44
H -2.471 4.077 1.572 0.41
H -0.020 4.070 1.517 0.41
H 0.008 2.295 1.328 0.03
H 0.348 3.826 -2.078 0.48
H 0.944 4.644 -0.620 0.47
H 2.603 3.597 0.793 0.37
H 4.022 1.673 1.362 0.45
H 4.861 -0.613 0.533 0.28
H 2.060 -3.872 -0.992 0.42
H -0.398 -4.113 -1.232 0.46
H -3.334 -2.015 -2.433 0.26
H -5.045 -1.609 -2.596 0.40
H -3.902 -0.400 -2.005 0.17
```


[5]
A molecular structure, C21H17N5NiO8S. Source: OMol25; level of theory: ωB97M-V/def2-TZVPD.

LUMO energy (alpha / beta), eV: -0.40 / -0.93
Highest occupied orbital energy (alpha / beta), eV: -7.12 / -7.13
2S+1: 3

Structure (XYZ):
```
53
Properties=species:S:1:pos:R:3:lowdin_spin:R:1
Ni -1.377 -1.015 -0.422 1.69
O -0.011 5.603 3.745 0.00
N 0.534 4.519 3.669 0.00
O 1.549 4.216 4.269 0.00
C -0.050 3.535 2.819 0.00
C 0.577 2.290 2.675 0.00
C 0.084 1.352 1.809 0.00
C -1.084 1.613 1.004 0.01
O -1.467 0.900 0.051 0.04
C -1.800 2.817 1.354 0.00
C -1.260 3.778 2.183 0.00
N -3.103 3.001 0.806 0.00
O -3.750 1.998 0.538 0.00
O -3.521 4.132 0.678 0.00
N 0.813 0.136 1.754 0.01
O 0.009 -1.027 1.560 0.03
O 1.772 0.130 0.688 0.00
H 1.474 2.080 3.237 0.00
H -1.789 4.704 2.355 0.00
C 0.614 2.249 -3.861 0.01
C 1.726 2.063 -3.050 0.00
C 1.759 1.058 -2.111 0.01
C 0.659 0.181 -1.975 0.01
C -0.475 0.398 -2.799 0.02
C -0.497 1.423 -3.711 0.00
N 0.572 -0.849 -1.110 0.09
C 1.555 -1.053 -0.097 0.01
C 2.876 -1.571 -0.593 0.00
C 3.626 -2.336 0.199 0.00
C 3.197 -2.685 1.540 0.00
C 1.942 -2.492 1.940 0.00
C 0.920 -1.955 0.988 0.00
H 0.610 3.041 -4.593 0.00
H 2.575 2.725 -3.143 0.00
H 2.609 0.959 -1.456 0.00
H -1.338 -0.256 -2.646 0.00
H -1.375 1.594 -4.317 0.00
H 3.176 -1.272 -1.583 0.00
H 4.582 -2.706 -0.140 0.00
H 3.929 -3.114 2.205 0.00
H 1.590 -2.759 2.924 0.00
H 0.316 -2.768 0.570 0.00
O -3.367 -0.946 0.589 0.02
H -3.642 -0.039 0.363 0.00
H -3.241 -0.944 1.545 0.00
S -1.022 -5.021 -2.479 0.00
C -1.696 -5.138 -0.906 0.00
C -1.952 -3.903 -0.408 0.00
N -1.631 -2.876 -1.240 0.02
C -1.144 -3.311 -2.363 0.01
H -1.858 -6.091 -0.445 0.00
H -2.376 -3.691 0.558 0.00
H -0.819 -2.679 -3.167 0.00
```


- Which formula does entry 2 have?
  C31H35N8PS2V